Entry 1:
Here is C30H40N14SW as an isolated structure from OMol25. Energies are from ωB97M-V/def2-TZVPD.

Output
- ΔE to the lowest compared entry with this formula, charge and spin (eV) = 0.000
- total charge = +4
- total energy (Ha) = -2397.754793
- Kohn-Sham gap (alpha / beta) (eV) = 6.134 / 6.136
- highest occupied orbital energy (alpha / beta) (eV) = -18.61 / -18.61

Geometry (Å):
W 0.73 0.24 1.09
N 2.20 -0.73 -0.25
C 3.48 0.00 -0.42
C 3.12 1.43 -0.73
N 2.07 1.91 0.23
C 2.71 2.75 1.30
C 3.34 1.83 2.32
N 2.37 0.75 2.65
H 2.38 -1.70 -0.03
H 1.71 -0.72 -1.16
H 4.07 -0.43 -1.24
H 4.07 -0.11 0.49
H 2.70 1.49 -1.73
H 3.99 2.08 -0.69
H 1.46 2.54 -0.30
H 1.95 3.38 1.76
H 3.45 3.41 0.86
H 3.61 2.38 3.22
H 4.25 1.38 1.94
H 1.80 1.07 3.43
H 2.87 -0.06 3.01
N 1.00 0.66 -5.08
C 1.37 0.00 -4.00
N 0.86 0.19 -2.80
C -0.14 1.10 -2.68
N -0.87 1.17 -1.54
N -0.44 0.57 -0.46
C -1.33 0.06 0.52
C -1.39 -1.41 0.47
C -2.44 -2.30 0.40
C -2.12 -3.66 0.40
C -0.80 -4.06 0.48
C 0.20 -3.10 0.58
N -0.11 -1.80 0.57
C -0.58 1.88 -3.79
C -1.61 2.85 -3.71
C -1.98 3.53 -4.84
C -1.35 3.27 -6.08
C -0.36 2.33 -6.18
C 0.02 1.64 -5.04
H 1.43 0.43 -5.97
H 2.15 -0.75 -4.13
H -2.18 0.67 0.79
H -3.46 -1.95 0.34
H -2.91 -4.40 0.33
H -0.53 -5.11 0.47
H 1.24 -3.39 0.69
H -2.11 3.02 -2.77
H -2.77 4.26 -4.79
H -1.67 3.82 -6.96
H 0.11 2.12 -7.14
C 0.48 6.59 2.88
C -0.71 6.38 1.95
C -0.28 6.14 0.51
C -1.66 5.29 2.47
N -0.99 3.96 2.50
C -0.82 3.07 1.54
N -0.09 2.08 2.05
N 0.17 2.41 3.33
N -0.36 3.53 3.61
H 1.06 7.46 2.55
H 1.16 5.73 2.87
H 0.17 6.78 3.91
H -1.33 7.29 1.97
H 0.40 5.27 0.44
H 0.27 6.99 0.13
H -1.14 5.97 -0.15
H -2.54 5.18 1.84
H -1.97 5.48 3.49
H -1.22 3.15 0.54
N -2.04 0.13 3.47
C -0.98 -0.65 3.72
N 0.13 -0.73 2.98
C 0.96 -1.77 3.48
C 2.17 -2.24 2.96
C 2.85 -3.26 3.60
C 2.34 -3.85 4.76
C 1.13 -3.42 5.28
C 0.47 -2.39 4.63
S -1.06 -1.70 5.07
H -1.93 0.96 2.92
H -2.78 0.17 4.16
H 2.60 -1.83 2.05
H 3.79 -3.61 3.20
H 2.88 -4.64 5.25
H 0.72 -3.87 6.17

Löwdin analysis output, partial charges in e: number 1, W, carries 1.72; number 2, N, carries -0.07; number 3, C, carries -0.16; number 4, C, carries -0.14; number 5, N, carries -0.12; number 6, C, carries -0.16; number 7, C, carries -0.15; number 8, N, carries -0.04; number 9, H, carries 0.09; number 10, H, carries 0.07; number 11, H, carries 0.15; number 12, H, carries 0.11; number 13, H, carries 0.11; number 14, H, carries 0.14; number 15, H, carries 0.12; number 16, H, carries 0.09; number 17, H, carries 0.14; number 18, H, carries 0.15; number 19, H, carries 0.12; number 20, H, carries 0.08; number 21, H, carries 0.09; number 22, N, carries 0.18; number 23, C, carries -0.08; number 24, N, carries 0.12; number 25, C, carries -0.24; number 26, N, carries 0.12; number 27, N, carries -0.18; number 28, C, carries -0.24; number 29, C, carries -0.27; number 30, C, carries 0.05; number 31, C, carries 0.03; number 32, C, carries 0.02; number 33, C, carries -0.07; number 34, N, carries -0.03; number 35, C, carries -0.08; number 36, C, carries 0.01; number 37, C, carries 0.00; number 38, C, carries 0.02; number 39, C, carries 0.04; number 40, C, carries -0.14; number 41, H, carries 0.19; number 42, H, carries 0.16; number 43, H, carries 0.12; number 44, H, carries 0.14; number 45, H, carries 0.14; number 46, H, carries 0.14; number 47, H, carries 0.12; number 48, H, carries 0.11; number 49, H, carries 0.13; number 50, H, carries 0.14; number 51, H, carries 0.14; number 52, C, carries -0.05; number 53, C, carries -0.39; number 54, C, carries -0.06; number 55, C, carries -0.06; number 56, N, carries -0.04; number 57, C, carries -0.10; number 58, N, carries -0.14; number 59, N, carries 0.02; number 60, N, carries 0.16; number 61, H, carries 0.10; number 62, H, carries 0.06; number 63, H, carries 0.10; number 64, H, carries 0.16; number 65, H, carries 0.05; number 66, H, carries 0.10; number 67, H, carries 0.09; number 68, H, carries 0.14; number 69, H, carries 0.15; number 70, H, carries 0.15; number 71, N, carries 0.14; number 72, C, carries -0.64; number 73, N, carries -0.08; number 74, C, carries -0.31; number 75, C, carries -0.10; number 76, C, carries -0.03; number 77, C, carries -0.02; number 78, C, carries -0.02; number 79, C, carries -0.43; number 80, S, carries 1.23; number 81, H, carries 0.06; number 82, H, carries 0.13; number 83, H, carries 0.07; number 84, H, carries 0.13; number 85, H, carries 0.14; number 86, H, carries 0.14

=====

Entry 2:
Here is C30H40N3OPtS2Si as an isolated structure from OMol25. Energies are from ωB97M-V/def2-TZVPD.

Output
- ΔE to the lowest compared entry with this formula, charge and spin (eV) = 0.522
- total charge = -1
- total energy (Ha) = -2611.966771
- Kohn-Sham gap (alpha / beta) (eV) = 4.811 / 4.810
- highest occupied orbital energy (alpha / beta) (eV) = -2.90 / -2.90

Geometry (Å):
Pt -1.02 0.03 -1.93
C 2.76 -1.97 -1.02
C 1.49 -1.69 -1.52
N 0.88 -0.54 -1.32
C 1.53 0.41 -0.60
C 2.79 0.20 -0.03
C 3.39 -1.04 -0.24
C 3.41 1.25 0.72
C 2.82 2.46 0.84
C 1.55 2.72 0.22
C 0.91 3.96 0.29
C -0.33 4.11 -0.28
C -0.92 3.02 -0.93
N -0.31 1.85 -1.04
C 0.90 1.69 -0.47
H 3.19 -2.94 -1.22
H 0.95 -2.42 -2.11
H 4.36 -1.25 0.20
H 4.36 1.05 1.19
H 3.30 3.25 1.40
H 1.38 4.78 0.82
H -0.87 5.04 -0.23
H -1.90 3.07 -1.38
C -5.40 2.36 -2.82
O -5.49 1.13 -2.12
C -4.39 0.38 -1.89
S -4.58 -0.97 -1.00
S -2.95 0.99 -2.66
H -6.41 2.76 -2.82
H -5.07 2.21 -3.85
H -4.72 3.05 -2.32
C 2.78 0.37 5.95
C 2.41 -0.30 4.64
C 3.17 -1.36 4.17
C 2.82 -1.95 2.95
C 3.59 -3.17 2.49
C 1.75 -1.47 2.22
C 0.90 -0.39 2.68
C 1.32 0.17 3.93
N -0.12 0.00 1.93
C -1.17 0.78 2.55
C -2.42 0.65 1.67
C -1.59 0.35 3.97
C -0.78 2.28 2.59
H 3.60 -0.14 6.44
H 1.93 0.39 6.64
H 3.08 1.41 5.79
H 4.01 -1.74 4.74
H 4.51 -3.28 3.06
H 3.86 -3.11 1.43
H 3.01 -4.08 2.62
H 1.45 -1.95 1.29
H 0.78 1.02 4.35
H -2.91 -0.31 1.82
H -2.16 0.71 0.62
H -3.15 1.44 1.90
H -1.71 -0.73 4.02
H -2.55 0.82 4.20
H -0.88 0.66 4.75
H -0.59 2.63 1.58
H 0.13 2.42 3.17
H -1.58 2.90 3.03
C -1.43 -3.82 -4.98
Si -1.20 -2.01 -4.49
C 0.58 -1.55 -4.96
C -2.35 -0.99 -5.57
C -1.56 -1.79 -2.68
H -1.25 -3.98 -6.05
H -2.45 -4.15 -4.76
H -0.74 -4.46 -4.43
H 0.65 -1.35 -6.03
H 1.28 -2.35 -4.73
H 0.90 -0.65 -4.43
H -2.18 -1.21 -6.63
H -2.21 0.08 -5.40
H -3.40 -1.21 -5.33
H -1.08 -2.58 -2.09
H -2.64 -1.94 -2.54

Löwdin analysis output, partial charges in e: number 1, Pt, carries 0.80; number 2, C, carries -0.05; number 3, C, carries -0.11; number 4, N, carries -0.02; number 5, C, carries -0.15; number 6, C, carries -0.15; number 7, C, carries -0.03; number 8, C, carries 0.00; number 9, C, carries -0.01; number 10, C, carries -0.15; number 11, C, carries -0.03; number 12, C, carries -0.05; number 13, C, carries -0.13; number 14, N, carries -0.03; number 15, C, carries -0.16; number 16, H, carries 0.11; number 17, H, carries 0.10; number 18, H, carries 0.12; number 19, H, carries 0.12; number 20, H, carries 0.12; number 21, H, carries 0.12; number 22, H, carries 0.11; number 23, H, carries 0.07; number 24, C, carries -0.16; number 25, O, carries -0.25; number 26, C, carries -1.25; number 27, S, carries 0.62; number 28, S, carries 0.58; number 29, H, carries 0.09; number 30, H, carries 0.07; number 31, H, carries 0.07; number 32, C, carries -0.07; number 33, C, carries -0.31; number 34, C, carries -0.08; number 35, C, carries -0.31; number 36, C, carries -0.06; number 37, C, carries -0.03; number 38, C, carries -0.32; number 39, C, carries -0.04; number 40, N, carries 0.08; number 41, C, carries -0.63; number 42, C, carries -0.07; number 43, C, carries -0.07; number 44, C, carries -0.04; number 45, H, carries 0.06; number 46, H, carries 0.07; number 47, H, carries 0.07; number 48, H, carries 0.09; number 49, H, carries 0.06; number 50, H, carries 0.04; number 51, H, carries 0.08; number 52, H, carries 0.10; number 53, H, carries 0.07; number 54, H, carries 0.07; number 55, H, carries 0.03; number 56, H, carries 0.08; number 57, H, carries 0.09; number 58, H, carries 0.07; number 59, H, carries 0.05; number 60, H, carries 0.03; number 61, H, carries 0.07; number 62, H, carries 0.08; number 63, C, carries -0.20; number 64, Si, carries 0.38; number 65, C, carries -0.20; number 66, C, carries -0.21; number 67, C, carries -0.48; number 68, H, carries 0.02; number 69, H, carries 0.02; number 70, H, carries 0.02; number 71, H, carries 0.02; number 72, H, carries 0.02; number 73, H, carries 0.01; number 74, H, carries 0.02; number 75, H, carries 0.00; number 76, H, carries 0.03; number 77, H, carries 0.00; number 78, H, carries -0.06

=====

Entry 3:
Here is one molecule with the formula C30H41Br2N2O6PS from OMol25. Energies are from ωB97M-V/def2-TZVPD.

Output
- total charge = 0
- total energy (Ha) = -7616.186131
- Kohn-Sham gap (eV) = 7.837
- highest occupied orbital energy (eV) = -7.87

Geometry (Å):
C -2.27 -1.99 4.09
C -1.83 -2.84 3.11
C -0.58 -2.48 2.28
C -0.90 -2.83 0.82
C -1.63 -1.89 0.13
C -1.99 -2.06 -1.19
C -1.57 -3.24 -1.79
C -0.84 -4.19 -1.13
C -0.43 -5.41 -1.96
O 0.95 -5.66 -2.02
C 1.60 -4.90 -3.04
C 3.02 -5.49 -3.18
O 3.98 -4.53 -3.57
C 4.50 -3.82 -2.45
C 5.74 -4.49 -1.82
C -0.47 -4.02 0.22
C 0.36 -5.01 1.02
Br -0.25 -6.86 0.94
C 1.88 -4.88 0.75
C 2.31 -3.42 0.56
Br 2.89 -5.51 2.34
N -2.72 -1.09 -1.90
C -2.19 0.24 -1.75
C -1.99 0.97 -2.90
C -1.49 2.25 -2.78
C -1.17 2.80 -1.55
C -0.60 4.22 -1.60
C -1.56 5.25 -0.98
C -0.97 6.70 -0.93
C -0.28 7.07 0.39
C -1.15 6.89 1.65
O -1.44 8.16 2.29
C -1.09 8.15 3.62
C -1.74 7.17 4.60
O -0.23 8.92 4.01
C -1.36 2.06 -0.37
P -0.93 2.67 1.30
N -0.14 1.63 2.15
O -2.33 3.11 1.98
O -0.03 4.01 1.29
C -1.88 0.76 -0.52
S -2.17 -0.34 0.86
H -1.67 -1.84 5.00
H -3.19 -1.40 4.02
H -2.39 -3.76 2.92
H 0.32 -2.99 2.64
H -0.39 -1.41 2.38
H -1.83 -3.37 -2.85
H -0.84 -5.28 -2.98
H -0.97 -6.28 -1.56
H 1.05 -4.88 -3.99
H 1.67 -3.86 -2.68
H 3.29 -5.83 -2.16
H 3.04 -6.40 -3.80
H 3.71 -3.74 -1.69
H 4.79 -2.83 -2.81
H 5.89 -4.11 -0.81
H 5.67 -5.59 -1.81
H 6.60 -4.25 -2.46
H 0.25 -4.72 2.07
H 2.21 -5.53 -0.06
H 3.40 -3.31 0.53
H 1.87 -2.97 -0.34
H 1.96 -2.82 1.41
H -2.69 -1.28 -2.90
H -2.20 0.59 -3.90
H -1.33 2.81 -3.70
H 0.37 4.18 -1.08
H -0.35 4.48 -2.64
H -1.92 4.90 -0.01
H -2.44 5.31 -1.65
H -0.28 6.77 -1.78
H -1.81 7.39 -1.10
H 0.62 6.44 0.48
H 0.07 8.11 0.33
H -0.55 6.30 2.36
H -2.08 6.33 1.49
H -2.08 6.26 4.08
H -2.60 7.60 5.12
H -0.99 6.85 5.32
H 0.04 0.79 1.62
H -2.13 3.56 2.82
H 0.88 3.69 1.22

Löwdin analysis output, partial charges in e: number 1, C, carries -0.01; number 2, C, carries -0.15; number 3, C, carries -0.17; number 4, C, carries -0.18; number 5, C, carries -0.35; number 6, C, carries -0.26; number 7, C, carries 0.03; number 8, C, carries -0.13; number 9, C, carries -0.20; number 10, O, carries -0.16; number 11, C, carries -0.16; number 12, C, carries -0.18; number 13, O, carries -0.15; number 14, C, carries -0.26; number 15, C, carries -0.06; number 16, C, carries -0.17; number 17, C, carries -0.67; number 18, Br, carries 0.77; number 19, C, carries -0.72; number 20, C, carries -0.15; number 21, Br, carries 0.67; number 22, N, carries 0.10; number 23, C, carries -0.26; number 24, C, carries 0.00; number 25, C, carries -0.04; number 26, C, carries -0.21; number 27, C, carries -0.16; number 28, C, carries -0.19; number 29, C, carries -0.18; number 30, C, carries -0.16; number 31, C, carries -0.18; number 32, O, carries -0.03; number 33, C, carries -0.50; number 34, C, carries 0.01; number 35, O, carries 0.11; number 36, C, carries -0.18; number 37, P, carries 0.51; number 38, N, carries -0.17; number 39, O, carries -0.14; number 40, O, carries -0.17; number 41, C, carries -0.39; number 42, S, carries 1.07; number 43, H, carries 0.06; number 44, H, carries 0.06; number 45, H, carries 0.11; number 46, H, carries 0.09; number 47, H, carries 0.08; number 48, H, carries 0.13; number 49, H, carries 0.12; number 50, H, carries 0.08; number 51, H, carries 0.13; number 52, H, carries 0.13; number 53, H, carries 0.11; number 54, H, carries 0.13; number 55, H, carries 0.08; number 56, H, carries 0.12; number 57, H, carries 0.07; number 58, H, carries 0.08; number 59, H, carries 0.07; number 60, H, carries 0.05; number 61, H, carries 0.06; number 62, H, carries 0.06; number 63, H, carries 0.08; number 64, H, carries 0.07; number 65, H, carries 0.12; number 66, H, carries 0.12; number 67, H, carries 0.12; number 68, H, carries 0.11; number 69, H, carries 0.11; number 70, H, carries 0.07; number 71, H, carries 0.12; number 72, H, carries 0.11; number 73, H, carries 0.11; number 74, H, carries 0.10; number 75, H, carries 0.12; number 76, H, carries 0.11; number 77, H, carries 0.12; number 78, H, carries 0.07; number 79, H, carries 0.09; number 80, H, carries 0.09; number 81, H, carries -0.05; number 82, H, carries 0.08; number 83, H, carries 0.09

=====

These records have strongest force on any atom values of 0.02348; 0.01146; 0.04100 Eh/bohr, in the order they appear.